[1]
This record from the OMol25 dataset describes a single C4H12N3 molecule in a non-equilibrium geometry. The level of theory is ωB97M-V/def2-TZVPD.

Each line ends with the Löwdin charge.
Atoms and positions in Å:
C: -0.63509 2.12558 -0.14107  -0.232
C: -0.52692 0.69615 0.37186  -0.178
C: 0.23285 -0.19519 -0.66801  -0.211
N: 1.05761 -2.80229 0.58878  0.083
C: 0.06779 -2.64739 -0.17012  -0.323
N: -0.34163 -1.50296 -0.85978  -0.039
N: 0.10648 3.13229 0.75846  -0.022
H: -1.66136 2.45367 -0.07023  0.088
H: -0.16445 2.29154 -1.06288  0.062
H: 0.05628 0.61331 1.27784  0.082
H: -1.43313 0.15659 0.65147  0.112
H: 0.34333 0.30565 -1.62715  0.111
H: 1.22761 -0.37238 -0.26911  0.092
H: 1.65813 -2.00923 0.76075  0.025
H: -0.71567 -3.38960 -0.32040  0.110
H: -0.85501 -1.68761 -1.70335  0.117
H: 0.48354 2.64484 1.58681  0.049
H: 1.02070 3.45559 0.32126  0.033
H: -0.44008 3.96724 1.09751  0.040

* LUMO energy (spin up / spin down): 0.8 / 0.6 eV
* spin multiplicity: 2
* energy above the lowest of the compared OMol25 structures with the same formula, charge and spin: 51.3 kcal per mole
* HOMO level (spin up / spin down): -0.14119 / -0.34354 Ha

***

[2]
This record from the OMol25 dataset describes a molecular structure, CH3Hg2O in a non-equilibrium geometry. The level of theory is ωB97M-V/def2-TZVPD.

Each line ends with the Löwdin charge.
Atoms and positions in Å:
Hg: -0.35492 0.86140 -2.75236  1.123
Hg: -0.29636 2.60242 0.51796  1.164
C: 0.16852 -0.77190 0.43559  -0.129
O: 0.05954 0.37146 -0.35714  -0.532
H: -0.27622 -1.68035 0.02937  0.131
H: 1.18232 -0.79022 0.83557  0.116
H: -0.48288 -0.59281 1.29099  0.128

* net charge: +2
* LUMO energy (spin up / spin down): -12.5 / -13.4 eV
* spin multiplicity: 2
* HOMO level (spin up / spin down): -0.72041 / -0.76065 Ha

***

[3]
This record from the OMol25 dataset describes a molecular structure, C13H24BCrF4N2O9 in a non-equilibrium geometry. The level of theory is ωB97M-V/def2-TZVPD.

Each line ends with the Löwdin charge.
Atoms and positions in Å:
Cr: -25.84633 -3.04847 15.81696  1.022
B: -24.41208 -6.12301 16.69059  -1.437
F: -25.16245 -5.12533 16.09835  0.077
F: -25.30200 -6.86782 17.40731  0.164
F: -24.00494 -6.82741 15.58712  0.144
F: -23.29945 -5.71362 17.37708  0.171
C: -27.77256 -2.20933 12.23119  -0.063
O: -27.41473 -3.48093 11.88911  0.034
C: -26.66047 -4.26379 12.66645  -0.390
O: -26.14025 -3.93873 13.73345  0.037
O: -26.49963 -5.49994 11.91618  -0.020
C: -25.66500 -6.52139 12.35499  -0.061
H: -26.87825 -1.73024 12.62967  0.099
H: -28.68078 -2.11648 12.82670  0.106
H: -27.90445 -1.48565 11.42683  0.110
H: -24.63881 -6.22358 12.13974  0.104
H: -25.82834 -7.28260 11.59212  0.106
H: -25.87246 -6.90319 13.35465  0.093
C: -29.93034 -2.54104 16.69593  0.033
O: -29.97740 -4.02909 16.59899  0.050
C: -28.85479 -4.61794 16.26250  -0.537
O: -27.73835 -4.06645 16.15802  0.001
O: -29.13908 -5.90740 16.30814  0.047
C: -28.23184 -6.90782 15.83124  0.020
H: -30.90613 -2.15597 16.99198  0.106
H: -29.62834 -2.06390 15.76360  0.089
H: -29.18931 -2.26842 17.44736  0.092
H: -27.77393 -6.70547 14.86301  0.095
H: -28.74892 -7.86102 15.72101  0.107
H: -27.54870 -7.06099 16.66668  0.098
C: -22.65437 -1.32014 18.40221  -0.007
O: -23.49825 -2.13837 19.20948  0.024
C: -24.58519 -2.85300 18.82270  -0.524
O: -25.09130 -2.76537 17.74644  0.036
O: -25.08365 -3.39445 19.91295  0.080
C: -26.36358 -3.99594 19.87852  -0.015
H: -21.60084 -1.58942 18.47761  0.106
H: -22.89203 -0.28849 18.66168  0.108
H: -22.88709 -1.48648 17.35041  0.068
H: -26.70511 -4.35305 18.90696  0.082
H: -27.14230 -3.32754 20.24585  0.108
H: -26.51126 -4.95982 20.36558  0.112
C: -21.75931 -4.76049 15.11385  -0.006
C: -22.82573 -3.75548 15.09508  -0.116
N: -23.70173 -2.94876 15.17696  0.124
H: -21.42446 -4.87305 16.14502  0.106
H: -20.99202 -4.37600 14.44188  0.100
H: -21.99684 -5.71604 14.64631  0.104
C: -22.86931 -9.57561 18.22897  -0.072
C: -21.84815 -9.37007 19.23837  -0.282
N: -21.06081 -9.18623 20.09163  0.117
H: -23.65885 -8.86656 18.47795  0.077
H: -23.29205 -10.57116 18.36417  0.082
H: -22.46449 -9.60784 17.21744  0.088

* net charge: +1
* LUMO energy (spin up / spin down): -4.1 / -3.7 eV
* spin multiplicity: 5
* energy above the lowest of the compared OMol25 structures with the same formula, charge and spin: 2.0 kcal per mole
* HOMO level (spin up / spin down): -0.46524 / -0.46525 Ha

***

The highest spin multiplicity belongs to which entry? C13H24BCrF4N2O9